Entry from OMol25: a structure of composition C53H33AsF5INO4PReSe (ωB97M-V/def2-TZVPD).

Element x y z (Å)
Re: 0.78 0.33 0.23
C: -2.59 4.48 3.29
C: -2.13 5.25 2.23
C: -1.27 4.72 1.30
C: -0.85 3.40 1.43
C: -1.29 2.63 2.50
C: -2.17 3.16 3.42
P: 0.45 2.72 0.37
C: 0.27 3.58 -1.21
C: -0.93 3.39 -1.89
C: -1.10 3.93 -3.15
C: -0.07 4.65 -3.73
C: 1.12 4.84 -3.06
C: 1.30 4.29 -1.80
C: 1.88 3.33 1.30
C: 2.18 4.66 1.51
C: 3.21 4.99 2.40
C: 3.89 4.02 3.09
C: 3.60 2.65 2.88
C: 4.32 1.63 3.54
C: 4.06 0.32 3.23
C: 3.09 -0.02 2.29
C: 2.31 0.93 1.68
C: 2.58 2.30 1.96
H: -3.27 4.90 4.01
H: -2.45 6.28 2.14
H: -0.91 5.32 0.47
H: -0.92 1.62 2.61
H: -2.52 2.56 4.25
H: -1.73 2.82 -1.42
H: -2.03 3.77 -3.68
H: -0.20 5.06 -4.73
H: 1.93 5.39 -3.51
H: 2.24 4.41 -1.28
H: 1.63 5.44 1.01
H: 3.45 6.04 2.56
H: 4.66 4.29 3.79
H: 5.08 1.89 4.26
H: 4.62 -0.47 3.71
H: 2.96 -1.07 2.03
O: 0.55 -1.05 2.63
C: -0.44 -1.04 3.34
C: -1.80 -0.99 2.85
C: -2.85 -1.43 3.66
C: -4.12 -1.56 3.13
C: -4.39 -1.21 1.79
C: -3.39 -0.73 1.00
C: -2.05 -0.62 1.48
O: -1.15 -0.20 0.69
N: -5.17 -2.10 3.93
O: -4.93 -2.34 5.10
O: -6.25 -2.29 3.40
H: -0.33 -1.12 4.44
H: -2.67 -1.71 4.68
H: -5.40 -1.32 1.42
H: -3.57 -0.44 -0.02
I: 2.82 0.95 -1.44
C: 4.71 -4.77 1.39
C: 3.64 -4.45 2.22
C: 2.61 -3.66 1.75
C: 2.63 -3.20 0.44
C: 3.72 -3.49 -0.38
C: 4.75 -4.28 0.09
As: 1.10 -2.18 -0.21
C: 1.05 -2.75 -2.06
C: 1.82 -2.30 -3.12
C: 1.62 -2.83 -4.39
C: 0.65 -3.80 -4.59
C: -0.13 -4.24 -3.54
C: 0.05 -3.72 -2.27
C: -0.71 -4.09 -1.08
C: -1.74 -5.03 -1.05
C: -2.38 -5.32 0.14
C: -1.98 -4.70 1.32
C: -0.95 -3.77 1.30
C: -0.32 -3.45 0.11
H: 5.51 -5.39 1.76
H: 3.62 -4.83 3.23
H: 1.78 -3.40 2.39
H: 3.75 -3.11 -1.40
H: 5.58 -4.52 -0.55
H: 2.58 -1.53 -2.98
H: 2.22 -2.47 -5.21
H: 0.51 -4.21 -5.58
H: -0.89 -4.99 -3.72
H: -2.04 -5.53 -1.95
H: -3.19 -6.03 0.15
H: -2.48 -4.94 2.25
H: -0.64 -3.32 2.24
F: -3.02 1.91 -7.37
C: -2.63 1.44 -6.19
C: -1.29 1.10 -5.96
F: -0.40 1.25 -6.95
C: -0.89 0.63 -4.72
F: 0.39 0.31 -4.51
C: -1.81 0.45 -3.69
Se: -1.32 -0.17 -1.98
C: -3.14 0.76 -3.94
F: -4.03 0.57 -2.96
C: -3.56 1.26 -5.16
F: -4.85 1.58 -5.36

Summary:
LUMO level (spin up / spin down) ... -0.4 / -1.9 eV
Gap between HOMO and LUMO (spin up / spin down) ... 6.8 / 5.3 eV
Net charge ... 0
E ... -8248.96469 Eh
Multiplicity ... 4
Energy relative to the best compared isomer or geometry (same formula, charge and spin) ... 88.81 kJ/mol

Entry from OMol25: a structure of composition C53H33ClI5InN4O5S (ωB97M-V/def2-TZVPD).

Element x y z (Å)
In: 0.15 0.15 0.05
I: 2.49 0.90 9.11
C: 2.18 1.13 7.06
C: 2.99 0.47 6.15
C: 2.79 0.65 4.79
C: 1.82 1.52 4.28
C: 0.93 2.06 5.23
C: 1.12 1.89 6.59
C: 1.64 1.69 2.82
C: 2.57 1.09 1.95
C: 3.99 0.91 2.22
C: 4.53 0.40 1.10
C: 3.45 0.21 0.15
C: 3.60 -0.43 -1.07
C: 4.96 -0.99 -1.39
C: 5.93 -0.20 -1.99
C: 7.19 -0.71 -2.27
C: 7.47 -2.03 -1.96
I: 9.36 -2.81 -2.38
C: 6.51 -2.84 -1.37
C: 5.25 -2.32 -1.09
C: 2.57 -0.64 -2.00
N: 1.32 -0.14 -1.91
C: 0.66 -0.54 -3.04
C: -0.57 -0.06 -3.43
C: -1.20 -0.60 -4.67
C: -0.63 -0.42 -5.93
C: -1.25 -0.92 -7.07
C: -2.44 -1.60 -6.94
I: -3.38 -2.35 -8.65
C: -3.03 -1.79 -5.70
C: -2.41 -1.29 -4.57
C: -1.26 0.97 -2.77
C: -2.37 1.68 -3.33
C: -2.70 2.65 -2.44
C: -1.80 2.52 -1.34
N: -0.93 1.49 -1.56
C: -1.82 3.31 -0.18
C: -0.96 3.19 0.90
C: -0.89 4.13 1.98
C: 0.05 3.68 2.84
C: 0.56 2.44 2.28
N: -0.04 2.19 1.10
C: -2.90 4.33 -0.07
C: -2.92 5.48 -0.85
C: -3.93 6.42 -0.72
C: -4.94 6.20 0.20
I: -6.48 7.60 0.41
C: -4.95 5.06 0.99
C: -3.92 4.13 0.85
C: 1.52 -1.39 -3.83
C: 2.72 -1.42 -3.20
N: 2.29 0.69 0.69
H: 3.76 -0.21 6.49
H: 3.38 0.04 4.12
H: 0.04 2.57 4.91
H: 0.41 2.34 7.28
H: 4.51 1.23 3.11
H: 5.57 0.18 0.92
H: 5.70 0.83 -2.22
H: 7.95 -0.09 -2.73
H: 6.72 -3.88 -1.13
H: 4.48 -2.97 -0.69
H: 0.30 0.13 -6.01
H: -0.79 -0.77 -8.04
H: -3.97 -2.32 -5.61
H: -2.87 -1.42 -3.59
H: -2.83 1.48 -4.28
H: -3.49 3.38 -2.53
H: -1.44 5.06 2.04
H: 0.44 4.18 3.70
H: -2.12 5.64 -1.57
H: -3.93 7.31 -1.33
H: -5.74 4.89 1.71
H: -3.91 3.23 1.45
H: 1.25 -1.89 -4.75
H: 3.61 -1.95 -3.49
C: -4.53 -5.45 3.27
C: -4.14 -4.34 2.33
C: -4.62 -3.04 2.52
C: -4.24 -2.01 1.68
C: -3.38 -2.27 0.63
C: -2.88 -3.55 0.42
C: -3.27 -4.57 1.27
S: -2.92 -0.96 -0.48
O: -3.06 0.28 0.26
O: -3.76 -1.12 -1.65
O: -1.48 -1.26 -0.79
H: -5.58 -5.36 3.57
H: -3.93 -5.43 4.18
H: -4.39 -6.42 2.80
H: -5.28 -2.84 3.36
H: -4.57 -0.99 1.85
H: -2.17 -3.73 -0.37
H: -2.87 -5.57 1.12
Cl: 3.49 -4.74 1.94
C: 2.31 -3.38 1.69
C: 2.01 -3.06 0.22
O: 2.35 -3.82 -0.69
O: 1.39 -1.96 0.13
H: 2.74 -2.52 2.18
H: 1.39 -3.65 2.20
I: -0.49 -0.97 2.59

Summary:
LUMO level (spin up / spin down) ... 2.9 / 2.9 eV
Gap between HOMO and LUMO (spin up / spin down) ... 5.3 / 5.3 eV
Net charge ... -2
E ... -5171.95375 Eh
Multiplicity ... 1
Energy relative to the best compared isomer or geometry (same formula, charge and spin) ... 61.49 kJ/mol

Entry from OMol25: a structure of composition C53H37ClF5GeN2PSSbSe4Ti (ωB97M-V/def2-TZVPD).

Element x y z (Å)
Ti: 0.27 -0.53 1.03
C: 1.73 -1.30 5.18
C: 0.98 -1.43 4.02
N: 1.34 -0.94 2.84
C: 2.54 -0.31 2.80
C: 3.37 -0.14 3.92
C: 2.92 -0.64 5.15
C: 4.64 0.50 3.76
C: 5.09 0.87 2.55
C: 4.28 0.68 1.38
C: 4.72 1.00 0.08
C: 3.88 0.80 -0.98
C: 2.59 0.32 -0.74
N: 2.15 -0.01 0.47
C: 3.00 0.14 1.52
H: 1.34 -1.73 6.10
H: 0.03 -1.94 4.08
H: 3.52 -0.51 6.04
H: 5.25 0.66 4.65
H: 6.07 1.32 2.43
H: 5.72 1.39 -0.07
H: 4.17 1.04 -1.99
H: 1.89 0.22 -1.56
Se: -2.53 -2.43 3.98
Sb: -0.98 -4.11 2.35
Se: -1.92 -0.78 2.45
Se: -1.56 -2.13 0.60
Se: -2.33 -5.83 1.43
Cl: 1.84 -3.09 0.60
C: 1.97 -4.28 -0.69
C: 2.53 -5.51 -0.34
C: 2.61 -6.49 -1.30
C: 2.14 -6.26 -2.59
C: 1.57 -5.04 -2.90
C: 1.49 -4.01 -1.96
P: 0.66 -2.40 -2.27
C: 1.62 -1.68 -3.67
C: 2.82 -2.22 -4.14
C: 3.55 -1.57 -5.14
C: 3.11 -0.36 -5.66
C: 1.94 0.20 -5.17
C: 1.21 -0.44 -4.18
C: -0.89 -3.05 -3.03
C: -1.47 -2.48 -4.16
C: -2.69 -2.95 -4.64
C: -3.36 -3.97 -3.97
C: -2.80 -4.53 -2.83
C: -1.57 -4.07 -2.37
H: 2.87 -5.68 0.67
H: 3.04 -7.46 -1.04
H: 2.20 -7.03 -3.35
H: 1.17 -4.87 -3.89
H: 3.21 -3.14 -3.73
H: 4.47 -2.01 -5.50
H: 3.68 0.14 -6.43
H: 1.59 1.15 -5.56
H: 0.31 0.03 -3.80
H: -0.98 -1.66 -4.67
H: -3.12 -2.51 -5.53
H: -4.31 -4.33 -4.35
H: -3.32 -5.30 -2.28
H: -1.14 -4.54 -1.49
F: -6.02 2.25 -3.55
C: -4.88 1.84 -3.00
C: -3.70 1.88 -3.72
F: -3.72 2.35 -4.98
C: -2.52 1.46 -3.15
F: -1.41 1.55 -3.90
C: -2.44 0.97 -1.85
S: -0.88 0.46 -1.25
C: -3.65 0.95 -1.15
F: -3.69 0.52 0.10
C: -4.85 1.37 -1.70
F: -5.97 1.34 -0.98
C: 1.38 3.01 0.30
Ge: -0.01 2.04 1.37
C: 0.47 2.74 3.19
C: 0.86 4.07 3.35
C: 1.26 4.56 4.60
C: 1.27 3.72 5.70
C: 0.86 2.40 5.57
C: 0.46 1.92 4.32
C: -1.63 3.09 0.86
C: -1.63 3.75 -0.34
C: -2.77 4.43 -0.83
C: -3.93 4.42 -0.10
C: -3.98 3.76 1.15
C: -5.18 3.72 1.90
C: -5.23 3.08 3.11
C: -4.07 2.46 3.62
C: -2.91 2.48 2.91
C: -2.82 3.11 1.64
H: 1.16 4.08 0.32
H: 1.39 2.69 -0.75
H: 2.37 2.86 0.73
H: 0.85 4.74 2.50
H: 1.55 5.59 4.70
H: 1.58 4.10 6.67
H: 0.84 1.74 6.43
H: 0.10 0.90 4.24
H: -0.74 3.74 -0.97
H: -2.73 4.93 -1.79
H: -4.82 4.93 -0.47
H: -6.07 4.21 1.50
H: -6.16 3.04 3.67
H: -4.12 1.97 4.59
H: -2.02 2.03 3.33

Summary:
LUMO level (spin up / spin down) ... -1.5 / -1.6 eV
Gap between HOMO and LUMO (spin up / spin down) ... 5.7 / 5.5 eV
Net charge ... 0
E ... -16622.91491 Eh
Multiplicity ... 2
Energy relative to the best compared isomer or geometry (same formula, charge and spin) ... 257.07 kJ/mol

Entry from OMol25: a cluster of 3 separate species, C53H42ClF3N3O8 in total (ωB97M-V/def2-TZVPD).

Element x y z (Å)
C: 1.46 -3.03 1.31
C: 1.90 -2.26 -0.08
F: 2.28 -3.30 -1.00
C: 3.20 -1.38 0.27
C: 3.74 -0.47 -0.93
N: 5.13 -0.35 -1.34
C: 6.21 -1.12 -0.61
C: 6.36 -0.61 0.93
C: 7.85 -0.89 1.52
O: 5.98 0.80 0.96
C: 6.63 1.53 2.03
C: 5.80 2.93 2.18
C: 5.28 3.46 3.56
C: 4.47 4.78 3.63
C: 4.18 5.62 2.31
C: 4.73 5.11 0.95
C: 5.53 3.75 0.85
C: 5.34 0.60 -2.46
C: 6.77 1.01 -3.12
O: 7.40 -0.08 -3.83
C: 6.99 -0.19 -5.19
C: 6.06 0.76 -5.99
C: 5.71 0.56 -7.52
C: 6.30 -0.64 -8.32
C: 7.23 -1.63 -7.51
C: 7.58 -1.43 -5.98
C: 3.92 1.12 -2.76
Cl: 3.41 2.35 -3.99
N: 3.02 0.44 -1.83
N: 1.67 0.52 -1.61
C: 0.86 -0.08 -2.69
O: 1.24 -1.16 -3.20
F: -0.36 0.47 -3.18
C: 1.22 1.89 -1.24
O: 0.91 2.80 -2.03
F: 1.16 2.19 0.16
H: 1.99 -2.55 2.21
H: 0.32 -2.88 1.43
H: 1.65 -4.16 1.21
H: 0.98 -1.65 -0.40
H: 2.93 -0.72 1.18
H: 4.00 -2.11 0.65
H: 5.99 -2.25 -0.58
H: 7.26 -0.92 -1.08
H: 5.65 -1.17 1.64
H: 8.19 -1.95 1.17
H: 8.63 -0.16 1.09
H: 7.89 -0.90 2.66
H: 7.71 1.86 1.77
H: 6.57 1.03 3.06
H: 5.49 2.86 4.50
H: 4.06 5.17 4.62
H: 3.58 6.59 2.35
H: 4.56 5.68 -0.03
H: 5.93 3.36 -0.14
H: 7.45 1.22 -2.20
H: 6.73 2.00 -3.69
H: 5.62 1.68 -5.49
H: 5.01 1.28 -8.09
H: 6.07 -0.76 -9.43
H: 7.69 -2.52 -8.09
H: 8.25 -2.20 -5.45
C: -1.75 -1.55 0.31
C: -2.34 -1.87 -0.91
C: -3.57 -2.52 -0.94
C: -4.21 -2.88 0.25
C: -3.60 -2.58 1.48
C: -2.38 -1.91 1.50
C: -4.24 -2.99 2.75
O: -3.72 -2.73 3.82
C: -5.52 -3.73 2.70
C: -6.11 -4.17 3.89
C: -7.32 -4.86 3.85
C: -7.95 -5.09 2.63
C: -7.37 -4.66 1.45
C: -6.15 -3.98 1.48
C: -5.52 -3.56 0.21
O: -6.07 -3.76 -0.86
H: -0.80 -1.04 0.34
H: -1.85 -1.60 -1.84
H: -4.03 -2.76 -1.89
H: -1.91 -1.66 2.45
H: -5.62 -3.99 4.84
H: -7.77 -5.21 4.78
H: -8.90 -5.62 2.61
H: -7.87 -4.85 0.50
C: -4.66 0.46 -0.33
C: -3.98 1.15 0.67
C: -4.69 1.89 1.61
C: -6.09 1.94 1.55
C: -6.77 1.26 0.54
C: -6.05 0.51 -0.39
C: -8.24 1.35 0.44
O: -8.84 0.75 -0.44
C: -8.98 2.18 1.42
C: -10.36 2.31 1.30
C: -11.07 3.08 2.23
C: -10.40 3.70 3.28
C: -9.02 3.57 3.39
C: -8.31 2.82 2.46
C: -6.83 2.71 2.57
O: -6.24 3.26 3.49
H: -4.11 -0.12 -1.05
H: -2.90 1.12 0.71
H: -4.16 2.43 2.39
H: -6.58 -0.03 -1.17
H: -10.90 1.83 0.49
H: -12.15 3.19 2.13
H: -10.95 4.29 4.00
H: -8.50 4.06 4.21

Summary:
LUMO level ... -3.9 eV
Gap between HOMO and LUMO ... 7.0 eV
Net charge ... +1
E ... -3570.08288 Eh
Multiplicity ... 1